1.
ORCA calculation (ωB97M-V/def2-TZVPD) on a cluster of 2 separate species, C9H11O3 in total.

Each line ends with the Mulliken charge.
Geometry (Å):
1 C 0.26869 -3.58250 -0.92800  -0.781
2 C 0.68112 -3.46624 0.66441  0.548
3 O 1.72484 -4.11362 0.87565  -0.700
4 O -0.25146 -2.98516 1.33809  -0.689
5 H 0.85558 -2.83075 -1.44512  0.104
6 H -0.78989 -3.36290 -1.09345  0.248
7 H 0.47164 -4.61407 -1.19697  0.277
8 C -0.03498 1.47877 -2.34318  -1.393
9 C -1.25182 2.08942 -0.22708  -0.481
10 C -0.12963 1.44387 -0.82500  0.663
11 C -1.26242 2.24865 1.14374  -0.579
12 C -0.13446 1.80473 1.82830  0.621
13 C 0.82614 0.86548 -0.04872  -0.282
14 C 0.83537 0.94473 1.35951  -0.592
15 O -0.11732 1.97779 3.23044  -0.572
16 H -1.96983 2.49619 -0.92420  0.300
17 H -2.16223 2.51056 1.67532  0.310
18 H -0.93368 1.67394 -2.91804  0.370
19 H 0.45270 0.58127 -2.72066  0.315
20 H 1.59841 0.32417 -0.59301  0.287
21 H -0.92375 1.68564 3.64400  0.302
22 H 1.57700 0.52339 2.01150  0.433
23 H 0.66997 2.30663 -2.50754  0.289

Results
LUMO level ... 3.06 eV
Gap between HOMO and LUMO ... 6.5 eV
Electronic energy ... -575.286778 a.u.
Charge ... -1
Spin multiplicity ... 1

***

2.
ORCA calculation (ωB97M-V/def2-TZVPD) on a cluster of 2 separate species, H6N2O2 in total.

Each line ends with the Mulliken charge.
Geometry (Å):
1 N -2.66286 -0.13369 0.02260  -0.454
2 O -1.23464 -0.09156 -0.04564  -0.452
3 H -2.78854 -0.05558 1.06712  0.267
4 H -2.78167 0.78378 -0.45600  0.272
5 H -0.91786 -0.64686 -0.84810  0.354
6 N 1.63472 0.75285 0.08054  -0.516
7 O 2.32426 -0.53998 -0.08816  -0.429
8 H 1.23246 0.93382 -0.78303  0.278
9 H 0.87454 0.42316 0.67109  0.360
10 H 2.86106 -0.72014 0.69733  0.319

Results
LUMO level ... 0.98 eV
Gap between HOMO and LUMO ... 10.4 eV
Electronic energy ... -263.436287 a.u.
Charge ... 0
Spin multiplicity ... 1
SMILES ... NO.NO

***

3.
ORCA calculation (ωB97M-V/def2-TZVPD) on an isolated molecule of C25H31N3O5.

Each line ends with the Mulliken charge.
Geometry (Å):
1 C 4.43725 -3.07387 5.29049  -0.834
2 O 3.16407 -3.25910 4.71740  -0.464
3 C 2.83480 -2.54435 3.61303  0.925
4 C 1.53993 -2.74142 3.12530  -0.821
5 C 1.10171 -2.06730 2.00762  0.091
6 C 1.95659 -1.19101 1.35061  -1.872
7 N 1.49742 -0.46718 0.20472  0.539
8 C 1.82884 -0.86831 -1.04101  1.181
9 C 1.41032 -0.13620 -2.13036  0.567
10 C 0.65205 1.04271 -1.90935  -1.121
11 C 0.29735 1.42908 -0.65875  0.416
12 C -0.38103 2.74871 -0.41885  0.123
13 O 0.16369 3.78465 -0.75654  -0.676
14 N -1.57634 2.70885 0.19520  0.177
15 C -2.35025 1.52896 0.47830  -0.311
16 C -3.70417 1.61365 -0.23341  -0.997
17 N -4.39905 2.81495 0.18565  0.036
18 C -5.76142 2.87704 -0.30785  -0.697
19 C -6.59911 3.89085 0.47356  -0.654
20 O -6.43602 5.17870 -0.08337  -0.528
21 C -3.61491 3.98096 -0.18888  -0.621
22 C -2.26962 3.93402 0.52769  -1.117
23 C 0.71018 0.66908 0.49985  0.883
24 O 0.44398 0.91904 1.65961  -0.687
25 C 1.72294 -0.53953 -3.50855  0.459
26 O 1.28120 0.04580 -4.47292  -0.667
27 C 2.65462 -1.72458 -3.64562  -1.236
28 C 2.44046 -2.78016 -2.55854  1.806
29 C 3.45878 -3.90939 -2.72540  -2.105
30 C 1.02635 -3.35661 -2.65511  -1.883
31 C 2.64574 -2.11259 -1.19137  -1.715
32 C 3.23725 -0.98178 1.83153  -0.084
33 C 3.68092 -1.65594 2.95569  -0.751
34 H 4.46242 -3.72202 6.16482  0.242
35 H 5.23509 -3.36729 4.60067  0.332
36 H 4.58839 -2.03669 5.60472  0.341
37 H 0.89339 -3.42470 3.65187  0.443
38 H 0.09677 -2.21104 1.64120  0.537
39 H 0.36488 1.62547 -2.77243  0.628
40 H -2.51061 1.46154 1.55966  0.169
41 H -1.81776 0.63866 0.14404  0.317
42 H -3.53773 1.59581 -1.32697  0.303
43 H -4.30480 0.74223 0.03876  0.439
44 H -5.80756 3.14151 -1.37690  0.373
45 H -6.21002 1.88990 -0.17398  0.469
46 H -7.65629 3.59472 0.42151  0.420
47 H -6.27936 3.87663 1.52360  0.317
48 H -6.97037 5.80699 0.41278  0.296
49 H -3.44773 4.01290 -1.28016  0.291
50 H -4.15994 4.87868 0.09821  0.494
51 H -2.42885 3.96260 1.61062  0.325
52 H -1.63747 4.76957 0.22461  0.511
53 H 2.52504 -2.15351 -4.64067  0.457
54 H 3.67596 -1.33588 -3.58350  0.408
55 H 3.33554 -4.65252 -1.94064  0.418
56 H 4.47572 -3.52603 -2.67831  0.428
57 H 3.32402 -4.40107 -3.68549  0.452
58 H 0.27742 -2.57841 -2.52843  0.413
59 H 0.87391 -3.81765 -3.62787  0.439
60 H 0.87125 -4.11411 -1.88954  0.432
61 H 2.40224 -2.81617 -0.39175  0.613
62 H 3.70241 -1.84737 -1.07626  0.352
63 H 3.88844 -0.27962 1.33265  0.543
64 H 4.68111 -1.47087 3.31280  0.435

Results
LUMO level ... 0.43 eV
Gap between HOMO and LUMO ... 8.9 eV
Electronic energy ... -1511.745683 a.u.
Charge ... 0
Spin multiplicity ... 1
SMILES ... COc1ccc(-n2c3c(cc(C(=O)N4CCN(CCO)CC4)c2=O)C(=O)CC(C)(C)C3)cc1

***

4.
ORCA calculation (ωB97M-V/def2-TZVPD) on an isolated molecule of C5H8O.

Each line ends with the Mulliken charge.
Geometry (Å):
1 C 1.96603 0.06434 -0.60507  -0.628
2 O 1.10238 1.00031 -0.01551  -0.316
3 C -0.04201 1.35015 -0.77787  -0.241
4 C -1.29433 0.57671 -0.74460  -0.402
5 C -1.24489 -0.73639 -0.16937  0.265
6 C -2.20388 -1.24685 0.62201  -0.874
7 H 2.19431 0.31794 -1.65149  0.311
8 H 2.89556 0.07941 -0.03160  0.218
9 H 1.56897 -0.95966 -0.57938  0.245
10 H -0.28244 2.38352 -0.49013  0.352
11 H 0.20652 1.42450 -1.85913  0.330
12 H -3.08560 -0.68902 0.91523  0.316
13 H -2.06801 -2.22664 1.06878  0.260
14 H -0.36107 -1.35984 -0.31106  0.165

Results
LUMO level (alpha / beta) ... -0.57 / -0.58 eV
Gap between HOMO and LUMO (alpha / beta) ... 7.7 / 7.7 eV
Electronic energy ... -270.377832 a.u.
Charge ... 0
Spin multiplicity ... 1

***

5.
ORCA calculation (ωB97M-V/def2-TZVPD) on a structure of composition C21H21CrN7O2SeSi.

Each line ends with the Mulliken charge.
Geometry (Å):
1 Cr -1.32312 0.09354 0.33138  -0.730
2 Se 4.52265 3.70479 3.47407  0.216
3 N 3.07243 2.84251 4.02543  -0.781
4 C 2.26491 2.65671 3.07189  0.611
5 C 0.92884 2.00887 3.24849  0.694
6 C 0.42018 1.82428 4.44865  -0.341
7 C -0.74575 0.98494 4.44474  -0.801
8 C -1.40246 0.66172 3.30613  -0.138
9 N -1.03776 1.06148 2.06755  -0.124
10 C 0.23097 1.68076 1.99922  -0.074
11 C 0.69574 1.98851 0.78367  0.311
12 N 0.09114 1.42839 -0.32864  0.002
13 C 0.61343 1.62152 -1.59556  0.038
14 C 1.65707 2.54309 -1.87398  -1.112
15 C 2.33231 3.01798 -0.68823  -0.324
16 C 1.90910 2.75613 0.60550  0.091
17 C 2.67663 3.12772 1.76488  0.588
18 N 3.88855 3.78301 1.74769  -0.892
19 H 0.88431 2.25471 5.35910  0.462
20 H -1.00901 0.51743 5.41169  0.321
21 H -2.25790 -0.01078 3.32892  0.417
22 H 0.07208 1.04755 -2.35524  0.183
23 H 2.09588 2.74137 -2.83490  0.412
24 H 3.31271 3.49461 -0.76821  0.467
25 C 1.59008 -1.34023 2.28047  -1.730
26 C 1.23756 -1.74933 0.92296  0.849
27 C 2.15453 -2.50346 0.19146  -0.785
28 C 1.87225 -2.74016 -1.19539  -0.749
29 C 0.71659 -2.32239 -1.73765  -0.654
30 C -0.18529 -1.59047 -0.97531  1.228
31 N 0.11387 -1.36319 0.31302  -0.194
32 N -1.30072 -1.00509 -1.34040  0.473
33 Si -2.13651 -1.49294 -2.77748  0.102
34 C -2.07788 -3.37688 -2.84009  -1.139
35 C -1.22182 -0.65166 -4.17940  -1.153
36 C -3.93699 -0.90158 -2.76295  -1.189
37 H 2.17446 -2.05152 2.81427  0.598
38 H 0.72825 -0.95420 2.85044  0.194
39 H 2.21028 -0.51356 2.18013  0.340
40 H 3.07297 -2.89625 0.60644  0.391
41 H 2.63222 -3.26443 -1.75617  0.445
42 H 0.67426 -2.45439 -2.78989  0.387
43 H -1.42635 -3.80414 -2.04767  0.361
44 H -1.61507 -3.73715 -3.82531  0.289
45 H -3.03943 -3.79136 -2.70434  0.456
46 H -1.55932 0.39002 -4.31902  0.246
47 H -1.39880 -1.26486 -5.08112  0.456
48 H -0.12661 -0.71980 -3.99122  0.346
49 H -4.45909 -1.36981 -1.91778  0.310
50 H -4.46878 -1.17983 -3.69047  0.375
51 H -4.04170 0.19840 -2.69782  0.305
52 O -3.16184 -0.66456 1.03506  -0.290
53 N -3.81620 0.26770 0.58800  0.443
54 O -3.09785 1.01628 -0.12700  -0.211

Results
LUMO level (alpha / beta) ... -0.66 / -0.92 eV
Expectation value of S² ... 6.05
Gap between HOMO and LUMO (alpha / beta) ... 5.4 / 7.3 eV
Electronic energy ... -5082.025586 a.u.
Charge ... 0
Spin multiplicity ... 5

***

6.
ORCA calculation (ωB97M-V/def2-TZVPD) on a cluster of 2 separate species, C10H13NO in total.

Each line ends with the Mulliken charge.
Geometry (Å):
1 C -0.93157 1.57712 -1.94494  -1.324
2 C -0.03531 0.84006 -1.01074  0.625
3 C 0.14866 -0.49761 -0.89359  -0.713
4 N 0.80383 -0.80620 0.28834  -0.089
5 C 1.13842 0.39050 0.89994  -0.180
6 C 1.72518 0.59251 2.14659  -0.712
7 C 1.93209 1.89971 2.54036  -0.346
8 C 1.47397 2.97652 1.75794  -0.570
9 C 0.83465 2.75532 0.56560  -0.508
10 C 0.57880 1.43538 0.15597  0.742
11 H -1.20331 2.58135 -1.61977  0.329
12 H -1.95567 1.17229 -1.88450  0.289
13 H -0.73112 1.48857 -3.01126  0.316
14 H -0.19980 -1.34016 -1.47279  0.504
15 H 1.38289 -1.62364 0.38771  0.276
16 H 2.03122 -0.22232 2.79317  0.344
17 H 2.45745 2.08859 3.47098  0.357
18 H 1.66080 3.98252 2.11689  0.365
19 H 0.42081 3.53581 -0.06775  0.301
20 C -2.21837 -3.71136 -0.66389  -0.571
21 O -0.91406 -4.21749 -0.97832  -0.511
22 H -2.71027 -4.51343 -0.12146  0.250
23 H -2.15627 -2.85467 0.01611  0.226
24 H -2.76167 -3.39904 -1.54926  0.295
25 H -0.77137 -4.13031 -1.92134  0.305

Results
LUMO level ... 0.73 eV
Gap between HOMO and LUMO ... 8.6 eV
Electronic energy ... -518.822345 a.u.
Charge ... 0
Spin multiplicity ... 1
SMILES ... Cc1c[nH]c2ccccc12.CO

***

7.
ORCA calculation (ωB97M-V/def2-TZVPD) on a structure of composition C18H21BBaClF6N9O8S5.

Each line ends with the Mulliken charge.
Geometry (Å):
1 Ba 0.57718 0.25725 0.51898  1.379
2 C -2.35293 2.46047 3.71980  -1.794
3 C -1.77222 2.04210 2.40638  0.215
4 N -0.52325 2.16655 2.11906  0.780
5 N 0.33597 2.60581 3.09002  -1.108
6 C 1.59203 2.83503 2.63779  0.105
7 N 2.49488 3.02528 3.65184  -0.534
8 S 2.14023 3.07092 1.02626  -0.329
9 C -2.65949 1.39789 1.35042  0.888
10 C -3.96193 0.99895 1.63701  -0.551
11 C -4.70849 0.38034 0.64411  -0.681
12 C -4.16655 0.19639 -0.61738  -0.729
13 C -2.87118 0.64920 -0.82802  -0.001
14 N -2.14051 1.22001 0.12588  0.086
15 H -1.62626 3.06713 4.25373  0.447
16 H -2.59435 1.59904 4.35464  0.284
17 H -3.27717 3.03023 3.58107  0.391
18 H 2.26822 2.50936 4.49011  0.269
19 H 3.44609 2.90642 3.34305  0.284
20 H -4.36877 1.13997 2.62994  0.381
21 H -5.71225 0.03465 0.86610  0.364
22 H -4.71357 -0.27906 -1.42039  0.440
23 H -2.38939 0.58705 -1.80054  0.194
24 F 2.88373 -2.17028 4.49380  -0.115
25 C 1.97226 -2.78709 3.81466  0.530
26 F 0.90041 -2.95299 4.58606  -0.205
27 F 2.39124 -3.95219 3.36350  -0.192
28 S 1.22037 -1.80718 2.26694  0.173
29 O 0.34608 -0.71183 2.74387  -0.623
30 O 2.00628 -1.56266 1.04458  -0.483
31 N 0.23697 -3.10773 1.91935  -0.570
32 S -1.09394 -2.74341 1.13936  1.054
33 O -1.77776 -3.85951 0.55201  -0.684
34 O -0.92807 -1.50070 0.30359  0.126
35 C -2.36305 -2.35581 2.46448  0.373
36 F -2.30161 -3.32231 3.39049  -0.248
37 F -2.17682 -1.18172 3.04878  -0.145
38 F -3.58394 -2.38524 1.91896  -0.228
39 C 0.62824 -3.71156 -1.76391  -0.826
40 N -0.13057 -2.73901 -2.52782  0.289
41 C -1.44455 -2.86883 -2.92174  -0.323
42 C -1.73945 -1.74660 -3.61031  -1.009
43 N -0.61927 -0.93678 -3.64333  0.477
44 B -0.72712 0.39302 -4.54806  -0.413
45 N 0.50199 1.30019 -4.41596  0.306
46 C 1.59196 1.23129 -5.26173  -0.424
47 C 2.53987 2.07202 -4.81012  -0.510
48 N 2.02380 2.65963 -3.66609  0.243
49 C 2.72215 3.57834 -2.78970  -0.813
50 C 0.77359 2.19474 -3.42210  -0.256
51 S -0.21786 2.68495 -2.14847  -0.287
52 C 0.37166 -1.54768 -2.95559  -0.088
53 S 1.97925 -1.04316 -2.57818  -0.241
54 H -0.04003 -4.52881 -1.50743  0.324
55 H 1.03246 -3.25444 -0.86460  0.183
56 H 1.47157 -4.06706 -2.35498  0.327
57 H -2.04152 -3.71892 -2.64151  0.449
58 H -2.65317 -1.44064 -4.09051  0.517
59 H -1.75661 0.94005 -4.20091  -0.068
60 H -0.78027 0.02492 -5.71866  -0.217
61 H 1.60000 0.55306 -6.09590  0.448
62 H 3.53720 2.27911 -5.15524  0.381
63 H 3.62717 3.90885 -3.29828  0.300
64 H 2.98343 3.09363 -1.85107  0.191
65 H 2.08442 4.42901 -2.55759  0.334
66 O 5.39868 0.41283 3.33638  -0.731
67 Cl 4.41230 -0.24873 2.50808  1.726
68 O 4.64800 -1.69535 2.49406  -0.704
69 O 4.43640 0.28476 1.15478  -0.600
70 O 3.03785 0.00687 3.07624  -0.527

Results
LUMO level ... 4.04 eV
Gap between HOMO and LUMO ... 6.2 eV
Electronic energy ... -4893.893252 a.u.
Charge ... -2
Spin multiplicity ... 1

***

8.
ORCA calculation (ωB97M-V/def2-TZVPD) on a structure of composition C21H34CrN5O3S3Se.

Each line ends with the Mulliken charge.
Geometry (Å):
1 Cr 0.58131 -0.23940 1.12704  -0.134
2 C -1.93156 -4.94085 0.49579  -0.642
3 C -2.96922 -3.89496 0.08907  -0.923
4 S -2.31857 -2.19999 0.00955  0.085
5 C -3.20064 -1.35915 1.34018  -0.764
6 C -2.66017 -1.64953 2.73174  -0.840
7 S -0.92811 -1.17225 3.04227  0.007
8 C -0.18176 -2.78149 3.45488  -0.965
9 C -0.07088 -3.77104 2.29459  0.123
10 S -1.47189 -4.92924 2.24301  -0.170
11 H -1.02733 -4.86333 -0.10867  0.283
12 H -2.35664 -5.93260 0.33332  0.456
13 H -3.80924 -3.90541 0.78408  0.383
14 H -3.35194 -4.12712 -0.90539  0.468
15 H -4.25054 -1.65380 1.29647  0.650
16 H -3.14590 -0.29838 1.11132  0.004
17 H -2.71725 -2.71668 2.93642  0.290
18 H -3.25230 -1.11658 3.47647  0.587
19 H -0.76417 -3.18916 4.28149  0.639
20 H 0.80873 -2.53106 3.83045  0.345
21 H 0.84342 -4.35202 2.40732  0.540
22 H -0.02480 -3.24907 1.34046  -0.510
23 C 4.75725 -0.37646 2.11111  -1.784
24 C 3.36305 -0.04101 1.70485  0.685
25 N 2.36452 -0.84713 1.87056  0.584
26 O 2.62967 -2.14793 2.31268  -0.481
27 C 3.06815 1.22842 1.04437  0.322
28 C 4.07288 2.30059 0.79842  -1.861
29 N 1.82126 1.30835 0.62678  0.893
30 O 1.40232 2.32214 -0.02209  -0.869
31 H 4.77779 -1.14127 2.88301  0.494
32 H 5.24998 0.51675 2.49109  0.444
33 H 5.33631 -0.72151 1.24946  0.345
34 H 3.41675 -2.45358 1.83819  0.330
35 H 4.86146 1.97225 0.11606  0.297
36 H 4.55286 2.62445 1.72437  0.515
37 H 3.56515 3.15364 0.35626  0.360
38 C -1.05796 3.02432 1.83395  -0.713
39 N -1.55794 2.87418 0.47385  0.240
40 C -2.15561 4.05040 -0.14744  -0.927
41 C -1.45064 1.74754 -0.19286  0.058
42 O -0.97629 0.68575 0.25280  0.220
43 H -0.30649 3.81182 1.85476  0.335
44 H -0.60562 2.09669 2.16425  0.008
45 H -1.87809 3.29158 2.50062  0.391
46 H -1.43611 4.86830 -0.15487  0.336
47 H -3.03838 4.36125 0.40997  0.336
48 H -2.44107 3.81978 -1.17159  0.299
49 H -1.81904 1.79462 -1.22173  0.057
50 C 2.57451 0.91986 -2.63124  -1.323
51 N 1.18602 0.51565 -2.81662  0.277
52 C 0.58504 -0.53490 -2.22932  -0.434
53 Se 1.32835 -1.82809 -1.12250  -0.230
54 N -0.71079 -0.51071 -2.60451  0.353
55 C -0.96489 0.58563 -3.41886  0.088
56 C -2.12333 1.06032 -4.01622  -0.794
57 C -2.01001 2.23117 -4.75033  -0.631
58 C -0.78330 2.89658 -4.88082  -0.682
59 C 0.36866 2.41505 -4.28051  -0.672
60 C 0.24711 1.24786 -3.54384  1.088
61 H 3.11632 0.07786 -2.21075  0.344
62 H 2.61657 1.76889 -1.95101  0.403
63 H 3.00009 1.18379 -3.59766  0.450
64 H -1.37496 -1.18998 -2.25907  0.143
65 H -3.06582 0.53654 -3.92436  0.484
66 H -2.88690 2.63870 -5.23514  0.416
67 H -0.73373 3.80396 -5.46727  0.433
68 H 1.31437 2.93098 -4.37866  0.461

Results
LUMO level (alpha / beta) ... -2.20 / -2.60 eV
Expectation value of S² ... 6.02
Gap between HOMO and LUMO (alpha / beta) ... 7.7 / 8.0 eV
Electronic energy ... -5960.378479 a.u.
Charge ... +1
Spin multiplicity ... 5